{"formula": "C13H11N5OS2", "method": "ωB97M-V/def2-TZVPD", "lumo_energy_ev": 0.03, "fmax_ev_per_a": 6.76, "smiles": "CCc1noc(C)c1-c1nn2c(-c3cccs3)nnc2s1", "e_tot_ev": -44823.515, "homo_lumo_gap_ev": 8.351, "homo_ev": -8.318, "elements": ["H", "C", "C", "H", "H", "H", "C", "C", "H", "N", "C", "H", "C", "C", "N", "N", "H", "H", "H", "N", "C", "S", "H", "S", "C", "C", "C", "C", "N", "H", "C", "O"], "coordinates": [[1.1912, -3.6600, -5.6108], [0.5408, 0.8836, 3.7393], [1.8457, -1.7277, -4.5399], [-2.5539, 3.6283, 0.0911], [-0.1202, -0.0160, 3.8678], [0.6212, 1.3324, 4.7570], [-1.5825, 3.2157, -0.2088], [-0.8312, 2.8745, 1.0799], [2.6021, 1.4917, 3.2142], [-1.5698, -3.0306, -1.2137], [1.1946, -2.9762, -4.7409], [2.5468, -1.2673, -5.2852], [0.3518, -2.2684, -2.5887], [0.0125, 1.8530, 2.8225], [-0.7430, -1.1296, -0.4856], [-0.1601, 0.0836, -0.1004], [1.9008, 0.1086, 2.2472], [2.4467, -0.2118, 3.8569], [-0.9213, 3.9757, -0.7805], [0.1332, 3.1262, 3.0448], [-1.7743, -1.6329, 0.2788], [1.4811, -0.9579, -3.0452], [-1.7195, 2.3128, -0.8572], [-2.1771, -0.4899, 1.5146], [-0.7727, 0.5004, 1.0174], [-0.6367, -2.1319, -1.4980], [1.9257, 0.5760, 3.2414], [0.4087, -3.2356, -3.5881], [-2.3312, -2.7162, -0.1208], [-0.3658, -4.0380, -3.6753], [-0.4401, 1.7291, 1.6126], [-0.5037, 3.7986, 1.9536]], "forces_ev_per_a": [[0.341, 0.838, 0.635], [0.279, -0.946, 2.314], [0.150, -1.457, -1.638], [0.271, 0.118, -0.410], [0.668, 0.711, -0.444], [-0.190, -0.184, -0.719], [1.650, 0.396, 0.017], [-0.789, 1.597, -1.559], [-1.042, -1.112, 0.003], [0.733, -0.510, -1.659], [0.788, 2.201, 1.435], [-0.751, -0.352, 1.123], [0.718, 0.641, -1.103], [1.447, 3.137, 3.595], [-0.285, -1.014, -0.374], [-1.244, -0.571, 1.719], [-0.027, 0.422, 0.012], [-0.516, 0.894, -0.285], [-1.412, -1.085, 0.841], [-0.664, 2.130, 1.261], [-0.163, 2.205, 0.934], [-0.837, -1.282, -0.233], [0.172, 0.788, 0.758], [0.851, 0.412, 0.260], [-0.030, -3.350, -3.846], [-0.266, -0.087, 1.219], [2.283, -1.173, 0.183], [-2.292, -0.531, 0.014], [1.062, -0.016, -0.613], [0.903, 0.588, 0.688], [-2.818, -3.565, -5.005], [1.011, 0.155, 0.877]], "nbo_charge": [0.242, -0.452, -0.413, 0.243, 0.232, 0.240, -0.670, 0.426, 0.226, -0.262, -0.266, 0.246, -0.252, 0.189, -0.229, -0.232, 0.213, 0.218, 0.249, -0.123, 0.142, 0.456, 0.247, 0.378, 0.130, 0.283, -0.605, -0.209, -0.280, 0.241, -0.333, -0.279]}


{"formula": "C25H39ClNO22S2", "method": "ωB97M-V/def2-TZVPD", "lumo_energy_ev": 1.64, "total_charge": -1, "fmax_ev_per_a": 5.73, "e_tot_ev": -107286.671, "homo_lumo_gap_ev": 7.345, "homo_ev": -5.703, "elements": ["H", "H", "H", "O", "C", "O", "H", "H", "H", "H", "O", "C", "H", "C", "C", "C", "O", "H", "H", "H", "C", "C", "O", "H", "C", "H", "O", "H", "H", "H", "H", "H", "H", "H", "H", "C", "H", "O", "C", "H", "Cl", "C", "O", "S", "H", "C", "N", "C", "H", "O", "O", "O", "O", "O", "C", "O", "C", "H", "H", "C", "O", "C", "C", "O", "O", "H", "H", "O", "H", "C", "O", "H", "H", "H", "C", "O", "H", "O", "H", "C", "O", "H", "S", "C", "H", "C", "C", "C", "H", "H"], "coordinates": [[3.2435, 5.6903, 3.9001], [-4.2612, 5.5801, -2.7252], [0.8274, 1.0785, -4.5788], [-3.1161, 2.5905, -4.7907], [4.9025, 4.1681, 3.8038], [-0.9599, 2.1268, -4.3505], [-3.0285, 4.8632, -5.0817], [0.9021, -0.1454, 1.4675], [7.3447, 3.1315, 3.4531], [1.3407, -1.8631, 1.3373], [0.6341, -1.7514, -2.4482], [0.6632, -6.0415, 1.5289], [-0.3716, -8.6694, 4.6063], [-5.5682, -2.0892, -7.9662], [-4.6996, -0.9550, -6.2310], [-0.0974, -6.0144, -0.5860], [1.3662, -5.0703, 0.9025], [2.6097, 0.5452, -0.0544], [-0.2589, 0.4912, -3.3060], [3.4155, -0.8757, 0.6351], [-2.7412, 5.5253, -4.2725], [6.9667, 2.7624, 4.4291], [-0.1716, -11.1935, 2.6287], [1.1567, -4.3003, -1.0222], [-0.9190, -10.0395, 3.0149], [-1.2846, -9.5016, 2.1417], [1.1753, 2.9828, 1.3862], [-0.1299, -6.7043, -1.4273], [-0.9761, 4.1407, 2.6625], [6.3865, 4.6957, 5.2766], [5.3630, 3.3379, 5.8239], [-2.0970, 4.9794, -3.5803], [-0.5498, 0.1785, -6.3333], [-0.9660, -5.3536, -0.6350], [0.6732, -8.5760, 3.1787], [-0.2135, 0.9046, -4.3144], [5.5102, 4.2385, 2.8850], [2.4028, -1.1894, -1.1713], [-6.1652, -0.6413, -6.3539], [-1.0729, 2.3472, 5.2066], [-0.0990, 4.5580, 5.6347], [-0.9318, 0.0488, -5.3174], [3.9562, 2.1637, 2.3340], [0.9953, 2.6895, 2.8529], [2.0456, -5.8324, -0.8862], [-2.1977, 1.8315, -4.7983], [2.1286, 3.5812, 3.6859], [-2.5757, 3.8777, 4.7712], [-2.6407, 4.6310, 3.9618], [1.1239, 1.2023, 3.0169], [0.7243, -6.2735, 2.6926], [-2.2684, 0.5588, -5.2576], [1.5434, -12.2987, 3.5811], [-1.8433, 8.7883, -4.0485], [4.3271, 5.5963, 4.0755], [-3.4159, 7.4261, -3.1876], [0.8401, -11.3437, 3.5212], [7.7953, 2.6226, 5.1462], [4.8233, 6.3256, 3.4057], [2.5308, -0.5324, 0.1043], [-5.6450, -2.8120, -8.9044], [1.1988, -5.2571, -0.5038], [-3.9236, 6.1522, -3.5874], [-6.4821, -1.1356, -7.6561], [-4.5556, -2.1075, -7.0653], [-4.0680, -0.1570, -6.6181], [-6.3739, 0.4245, -6.2808], [3.7601, 1.8409, 4.7302], [-6.7721, -1.1734, -5.6167], [5.8878, 3.7594, 4.9507], [0.9418, -10.2640, 4.3320], [-1.3582, 2.4289, 2.7977], [4.5405, 5.9054, 5.1135], [-0.9044, -1.0086, -5.0613], [1.2559, -0.9192, 0.7907], [-2.0302, 6.6638, -4.7691], [-4.4017, -1.1760, -5.2083], [0.3494, -1.1023, -0.3109], [-3.2710, 3.0399, 4.5945], [1.0881, -1.3802, -1.4026], [-0.1221, -6.7216, 0.6556], [-4.7682, 6.3053, -4.2647], [3.6412, 2.8540, 3.6264], [-2.3764, 7.7282, -4.0061], [6.5137, 1.7732, 4.2288], [-1.0890, 3.3386, 4.7228], [0.0848, -9.2462, 3.8045], [-0.7128, 3.2248, 3.2206], [-2.7328, 4.3750, 5.7401], [-1.7728, -10.3578, 3.6193]], "forces_ev_per_a": [[0.449, -0.273, 0.049], [0.058, 0.186, 0.077], [-0.088, 0.200, 0.029], [-0.223, -0.110, -0.050], [0.112, 1.186, 1.332], [-0.409, -0.106, -0.262], [0.158, 0.126, -0.066], [-0.094, 0.031, -0.108], [0.090, -0.178, 0.605], [-0.023, -0.025, -0.140], [-0.112, -0.089, -0.256], [0.120, 0.147, 0.133], [0.168, -0.088, 0.083], [0.045, -0.143, -0.153], [0.253, 0.192, 0.269], [-0.336, -0.035, -0.411], [-0.251, -0.255, 0.047], [-0.048, -0.048, 0.034], [-0.038, 0.007, -0.064], [0.012, -0.074, -0.203], [0.127, -0.416, -0.163], [-0.560, -0.005, -0.124], [0.104, 0.058, 0.123], [0.057, 0.047, 0.185], [-0.465, 0.130, -0.146], [0.109, -0.155, -0.076], [-1.322, 0.174, 2.324], [-0.020, -0.127, 0.176], [0.690, -0.249, 0.360], [-0.190, -0.436, -0.183], [0.027, 0.196, -0.472], [-0.019, 0.032, -0.035], [-0.063, 0.060, 0.031], [0.053, 0.002, 0.052], [-0.038, -0.023, 0.058], [0.588, -0.156, 0.409], [-0.786, -0.612, 0.122], [-0.403, -0.220, -0.297], [-0.307, 0.251, 0.292], [0.578, 0.620, -0.013], [-0.233, -0.620, -0.292], [0.250, -0.507, -0.249], [-0.338, 1.881, 1.528], [3.725, -1.589, -4.053], [-0.037, -0.005, 0.055], [0.162, 0.095, 0.136], [-0.220, -1.274, -0.541], [1.243, -0.136, -0.241], [-0.351, -0.318, 0.518], [-1.164, 2.389, 1.155], [-0.044, -0.064, 0.073], [0.131, 0.314, 0.136], [0.030, -0.092, -0.022], [0.003, 0.098, -0.001], [-0.055, 0.145, -0.087], [0.105, -0.049, -0.123], [0.178, -0.087, 0.098], [-0.318, 0.168, -0.339], [-0.159, -0.369, 0.345], [0.382, 0.463, 0.357], [-0.026, -0.049, -0.077], [0.312, 0.329, -0.460], [-0.397, -0.186, 0.149], [0.173, -0.088, 0.040], [-0.276, 0.040, -0.074], [-0.058, -0.041, -0.001], [-0.056, -0.053, -0.187], [0.077, 2.670, -1.122], [0.028, -0.022, -0.051], [0.565, -0.131, -0.475], [-0.180, -0.246, -0.181], [0.679, 0.145, 0.111], [-0.183, -0.170, -0.378], [-0.193, 0.066, 0.054], [-0.084, 0.125, 0.814], [-0.207, 0.208, 0.215], [0.093, -0.140, -0.120], [0.176, -0.240, -0.585], [0.119, 0.471, 0.088], [0.186, 0.211, 0.452], [0.124, 0.068, 0.088], [0.055, 0.027, -0.002], [-1.032, -4.523, -0.803], [0.174, 0.129, -0.061], [0.128, 0.476, 0.158], [-1.445, 0.537, -0.535], [0.059, 0.515, 0.087], [0.071, 0.019, 1.230], [-0.233, -0.382, -0.396], [0.058, -0.028, -0.001]], "lowdin_charge": [0.054, 0.134, 0.142, 0.141, -0.389, 0.077, 0.111, 0.095, 0.072, 0.133, 0.102, -0.561, 0.138, -0.572, -0.129, -0.117, 0.072, 0.138, 0.123, 0.140, -0.131, -0.109, 0.059, 0.126, -0.123, 0.130, -0.415, 0.134, 0.103, 0.102, 0.104, 0.136, 0.136, 0.137, 0.110, -0.104, 0.115, 0.058, -0.119, 0.107, 0.580, -0.105, -0.401, 0.591, 0.138, -0.555, -0.376, -0.146, 0.072, -0.401, 0.157, 0.031, 0.158, 0.158, -0.095, 0.059, -0.574, 0.064, 0.075, -0.089, 0.161, -0.109, -0.122, 0.061, 0.064, 0.122, 0.135, -0.384, 0.133, -0.262, 0.066, 0.114, 0.070, 0.136, -0.101, 0.065, 0.134, 0.063, 0.076, -0.602, 0.053, 0.132, 0.630, -0.573, 0.073, -0.720, -0.119, -0.281, 0.054, 0.131]}